No. 1
Density functional theory data (ωB97M-V with the def2-TZVPD basis set) for a structure of composition C54H42CoO2P3Si.

Geometry as ORCA input:
```
! wB97M-V def2-TZVPD RIJCOSX def2/J DEFGRID3
* xyz 1 4
C -3.07 -1.20 1.30
C 1.82 3.66 -2.78
H -0.94 -5.20 -0.32
C -5.89 -3.91 -2.38
H -3.25 -1.31 5.17
H -4.43 4.36 -0.04
C 2.15 3.45 -0.41
O -0.49 -2.80 0.41
H -6.62 -4.57 -2.84
H 7.71 1.01 1.05
H -1.61 2.89 3.17
P 2.11 0.16 1.54
C -0.16 -3.26 -0.83
H 1.35 3.34 -3.70
C -4.06 -2.05 3.33
C 5.78 1.19 0.12
C 3.30 5.17 -1.63
H -1.68 0.23 4.06
H 2.10 0.90 -3.55
C -0.51 -4.59 -1.10
H 3.48 4.85 0.49
C 1.17 -1.32 3.76
H 3.19 -4.44 2.72
H -2.13 1.17 -2.97
H -5.07 -5.46 -1.16
H -0.98 4.09 -2.55
C 0.45 -2.49 -1.81
H -6.51 -2.17 -3.47
C 2.03 -1.27 2.67
C 1.10 0.78 -3.94
H -3.67 2.41 1.24
C -2.74 4.36 -1.36
H 0.77 -1.46 -1.58
C -3.07 2.78 0.42
H 4.39 -0.26 3.42
H 6.17 1.58 -0.80
H -0.56 -0.24 -6.69
C -2.32 -0.41 3.46
P -2.81 -1.08 -0.46
C 0.89 0.30 -5.22
C -5.01 -4.42 -1.44
H 1.73 0.06 -5.85
H 1.19 -2.43 -3.81
H 3.40 -2.35 1.43
H -0.26 4.18 4.78
C 2.18 2.27 3.43
H -2.49 0.29 -5.26
C 0.33 -4.33 -3.34
H 1.93 2.94 0.52
H -0.53 -6.13 -2.57
C -2.26 -0.35 2.08
C 0.04 1.75 2.44
H -4.78 -2.70 3.81
H 6.81 0.10 3.16
C -3.50 3.88 -0.31
C -5.82 -2.58 -2.74
C 1.05 -2.50 4.47
H 0.59 -0.46 4.04
C 6.64 0.87 1.16
C 1.76 -3.63 4.10
H 1.65 -4.55 4.64
C 3.91 0.47 1.45
H 0.37 -2.54 5.31
C -4.01 -2.24 -1.18
H -4.64 -2.66 1.36
H -4.83 -0.70 -2.42
C 2.62 -3.57 3.01
C -3.99 -2.03 1.95
C -1.57 3.72 -1.72
C -1.29 0.93 -3.61
C -0.40 0.13 -5.69
H 3.75 1.21 -0.55
H 2.90 5.25 -3.73
C 2.69 4.74 -2.80
C -1.87 2.16 0.10
C -4.07 -3.60 -0.84
C 4.78 0.15 2.50
C 2.75 -2.40 2.29
C -0.27 -5.11 -2.36
C 6.14 0.36 2.35
C 4.42 0.98 0.26
C -0.55 2.71 3.25
C -4.88 -1.75 -2.15
Co 0.48 -0.17 -0.17
C 0.70 -3.03 -3.06
Si -1.07 0.81 1.20
C -3.21 -1.26 4.09
H 3.25 2.11 3.50
H -3.08 5.23 -1.91
H 2.18 3.81 4.91
C 3.02 4.52 -0.43
H -3.36 -4.00 -0.12
C 1.42 1.51 2.55
H 0.51 -4.74 -4.32
H 3.98 6.01 -1.64
C -1.15 2.61 -0.99
P 0.33 1.66 -1.44
C -1.49 0.44 -4.89
C 0.21 3.44 4.15
C 1.55 3.01 -1.59
C 0.00 1.12 -3.14
O 0.11 -1.62 0.83
C 1.58 3.23 4.22
*
```

**Frontier orbital gap (spin up / spin down)**: 6.01 / 7.24 eV
**Max |F|**: 1.99 eV Å⁻¹
**Energy above the lowest of the compared OMol25 structures with the same formula, charge and spin**: 1.689 eV

Mulliken atomic charge list, values in e, 99 entries: C 1.185; C -0.560; H 0.525; C -0.570; H 0.469; H 0.468; C -0.754; O -0.434; H 0.405; H 0.422; H 0.549; P 1.986; C 0.137; H 0.471; C -0.948; C -0.801; C -0.751; H 0.410; H 0.494; C -0.299; H 0.520; C -0.292; H 0.433; H 0.360; H 0.427; H 0.543; C 0.505; H 0.420; C 0.564; C -0.224; H 0.610; C -0.805; H 0.407; C -0.487; H 0.563; H 0.480; H 0.436; C -0.518; P 0.274; C -0.909; C -0.857; H 0.471; H 0.490; H 0.524; H 0.453; C -0.538; H 0.489; C -0.687; H 0.471; H 0.429; C -0.130; C 0.291; H 0.440; H 0.438; C -0.856; C -0.617; C -0.780; H 0.293; C -0.638; C -0.572; H 0.422; C 0.296; H 0.447; C 1.078; H 0.636; H 0.396; C -0.875; C -1.105; C -0.151; C -0.764; C -0.643; H 0.364; H 0.460; C -0.782; C 0.446; C -0.263; C -0.319; C -0.479; C -0.609; C -0.737; C -0.410; C -0.374; C -0.872; Co -0.467; C -1.061; Si 1.607; C -0.981; H 0.538; H 0.437; H 0.439; C -0.633; H 0.586; C -0.451; H 0.435; H 0.427; C -1.006; P 1.884; C -0.805; C -0.803

***

No. 2
Density functional theory data (ωB97M-V with the def2-TZVPD basis set) for an isolated molecule of C6H7N.

Geometry as ORCA input:
```
! wB97M-V def2-TZVPD RIJCOSX def2/J DEFGRID3
* xyz 0 1
C -0.28 0.59 1.95
C -1.42 0.32 -0.68
H 3.95 0.65 0.43
C -0.98 -0.96 -1.38
H -2.48 0.31 -0.45
H -1.22 -1.83 -0.77
H 0.10 -0.95 -1.55
N 3.25 -0.07 0.63
C 0.83 0.28 1.03
C 2.08 0.31 0.79
H -1.48 -1.06 -2.34
H -0.57 0.77 2.95
H -1.17 1.19 -1.28
C -0.61 0.44 0.65
*
```

**SMILES**: CCC1=CC1=C=N
**Frontier orbital gap**: 8.16 eV
**Max |F|**: 3.46 eV Å⁻¹
**Energy above the lowest of the compared OMol25 structures with the same formula, charge and spin**: 4.522 eV

Calculated atomic charges, method Mulliken, unit e: C -0.687; C -0.186; H 0.251; C -1.098; H 0.272; H 0.304; H 0.303; N -0.642; C -0.309; C 0.871; H 0.343; H 0.360; H 0.249; C -0.033

***

No. 3
Density functional theory data (ωB97M-V with the def2-TZVPD basis set) for a structure of composition C42H104F2N19O13P5RbS2.

Geometry as ORCA input:
```
! wB97M-V def2-TZVPD RIJCOSX def2/J DEFGRID3
* xyz 2 2
N 4.92 1.41 3.56
H 1.11 -7.01 -1.84
C 4.02 2.80 -2.51
O -0.17 -2.27 3.63
O 0.30 -8.68 8.28
H -2.01 -2.18 -3.30
C -0.81 3.64 2.51
O 1.77 -3.67 -2.92
H -9.34 2.15 3.87
H 3.18 -3.48 -5.13
H 5.21 -1.62 -3.47
H -1.79 2.60 -5.45
H 4.39 4.50 3.45
F 1.90 -3.02 2.93
N -6.89 3.14 3.49
H -3.21 2.14 2.39
H -2.08 5.25 1.91
P -3.47 1.63 -3.28
C -3.52 0.04 -1.17
N 1.25 -4.13 -5.52
H 7.66 3.87 5.83
N -7.72 0.76 3.78
H -1.43 -2.32 -4.93
H -0.81 -4.22 -1.53
H -7.27 0.93 5.76
C -7.71 4.20 3.02
H 2.33 -1.17 -1.26
H -3.04 -0.83 -1.62
H 2.03 2.70 1.02
H 6.51 0.90 -3.89
H 6.76 1.52 0.62
H -1.42 3.25 3.31
H -5.65 -0.67 2.95
H -7.71 4.23 1.93
C -1.45 -4.37 -2.40
H 5.06 -1.52 -1.73
C 0.57 -8.07 6.00
H 1.32 4.49 -0.60
H 1.30 -6.62 7.47
H -5.42 1.19 -5.24
C 4.67 0.22 4.37
H 3.05 1.38 2.49
H 2.87 -3.99 0.23
N -2.89 3.17 -3.64
P 6.40 2.27 3.84
H 6.43 1.59 -2.26
H 2.47 -6.11 -2.50
C 7.50 1.64 1.42
C -0.26 -7.06 -4.32
H 0.37 0.75 -4.25
C 0.71 4.25 0.26
H -1.62 -5.45 -2.44
H 2.88 -3.73 -6.85
H 6.95 4.70 2.42
H 2.05 0.49 -1.78
N 1.95 -4.06 -0.17
H 3.46 0.21 -0.85
C 1.12 -6.83 6.42
H 1.95 -3.93 -1.17
H -1.69 1.42 -0.08
H 4.03 -2.62 -2.61
H 0.47 2.00 2.81
H -2.48 -4.01 -2.36
H 2.18 -7.74 -3.10
N 3.56 -0.49 -2.88
H -3.42 -0.06 -0.09
C 2.81 -0.26 -1.59
C 4.49 -1.63 -2.66
H 3.64 0.21 4.72
H 1.47 -0.55 -4.23
H -7.76 -0.63 5.32
O -3.06 0.57 -4.22
H -2.22 4.34 -5.22
H -7.46 5.17 3.46
H -4.01 -0.21 3.43
C 1.10 3.24 1.12
H -0.20 -9.12 4.32
C 0.29 2.86 2.19
C -5.88 2.77 -2.28
H 0.46 -3.72 -7.41
H -4.57 3.34 2.24
C -7.13 0.18 4.97
H 0.31 -5.44 -7.05
H 4.41 0.78 1.58
N 2.37 1.28 -4.68
N -5.21 1.90 -3.28
C -1.14 -2.48 -3.89
H -9.56 0.88 2.80
H 1.93 -4.92 5.64
H 7.68 0.68 1.91
C 0.38 -8.29 4.69
N -0.69 -3.86 -3.56
S 0.78 -1.91 2.61
H -6.23 0.29 -3.88
N 7.10 2.68 2.32
H 5.26 0.33 5.28
H -6.16 -0.25 4.71
C -6.38 3.28 4.87
C 6.75 3.93 1.68
H 5.74 3.89 1.27
C 1.57 -5.92 5.46
C 6.83 4.49 5.49
O -0.25 6.25 -1.41
N 0.05 -9.00 7.12
H 1.52 -4.96 0.00
H -7.24 3.27 5.54
H -2.27 5.10 -2.87
C 1.35 -6.19 4.13
H -0.23 -8.07 -3.91
H -5.30 2.78 -1.36
H 0.96 0.22 -5.81
C -5.97 1.26 -4.30
P 3.90 0.58 -4.27
N -3.06 1.36 -1.60
H -1.00 1.04 -1.65
H -3.14 4.00 -1.72
O 1.57 -0.70 2.80
O -1.57 7.00 0.07
H 1.31 -3.41 0.28
H 4.29 2.53 1.93
O 7.36 1.39 4.60
P -6.84 1.68 2.61
H -4.27 2.20 0.94
H 0.48 -7.51 2.71
O -0.61 -9.99 6.83
C -4.81 -0.03 2.71
C -0.42 4.98 0.54
F -1.19 -1.59 -0.48
N 0.32 -2.44 1.08
H 2.86 2.57 -6.30
H -9.60 0.48 4.59
H 3.76 3.48 4.82
H 6.39 4.84 6.43
C 1.69 -6.83 -2.74
H -0.38 -1.76 -3.61
C -1.94 3.41 -4.73
H 6.61 2.66 -3.63
N 5.87 3.66 4.65
H -0.93 3.52 -4.32
C 0.76 -7.37 3.75
C -9.15 1.08 3.80
H 3.75 3.77 -2.93
H 2.40 3.34 -4.83
C 2.43 -3.39 -5.92
H -0.22 -7.09 -5.41
H 8.44 1.89 0.93
H -5.65 2.52 5.14
S -0.38 -1.03 0.76
H 7.16 5.35 4.92
C -1.73 1.68 -1.14
H 1.69 -5.48 3.39
Rb -1.34 -4.89 1.56
H 1.19 2.64 -5.97
C 4.50 4.21 4.49
O -7.36 1.78 1.21
C 1.25 0.37 -4.77
H 5.01 -0.70 3.90
H -6.87 2.40 -2.01
C 2.15 2.50 -5.48
C -4.22 2.33 2.02
H 4.36 5.13 5.07
C -1.17 4.70 1.70
N -5.19 1.34 2.63
H 3.05 2.46 -2.14
O 0.37 0.07 0.07
H -4.34 -0.28 1.76
H -0.72 -4.23 -6.25
H 4.66 2.97 -1.64
N 0.76 -6.14 -3.68
O -1.49 -0.62 1.57
O 4.60 -0.03 -5.47
H -6.86 1.76 -4.67
C 0.29 -4.44 -6.61
N -0.76 6.19 -0.32
P 0.89 -4.38 -3.84
H 2.14 -2.35 -6.06
H -5.98 3.82 -2.56
H -1.59 2.75 -1.28
H -8.68 3.97 3.45
H -4.58 -0.09 -1.41
H 7.38 4.14 0.81
H -5.94 4.27 4.89
C -3.09 4.38 -2.74
C 4.11 1.52 2.32
N 4.67 1.85 -3.45
H -3.98 5.00 -2.86
H -1.21 -6.60 -4.08
C 6.13 1.74 -3.30
*
```

**Frontier orbital gap (spin up / spin down)**: 5.51 / 2.84 eV
**Max |F|**: 9.12 eV Å⁻¹

Mulliken atomic charge list, values in e, 99 entries: N 0.507; H 0.277; C -0.887; O -0.611; O -0.545; H 0.172; C -0.876; O -0.713; H 0.194; H 0.220; H 0.383; H 0.313; H 0.236; F -0.276; N 0.364; H 0.349; H 0.539; P 0.116; C 0.474; N 0.289; H 0.336; N 0.213; H 0.311; H -0.139; H 0.437; C -0.845; H 0.274; H -0.567; H 0.034; H 0.343; H 0.263; H 0.622; H 0.569; H 0.253; C -0.727; H 0.373; C -0.117; H 0.614; H 0.466; H 0.279; C -1.021; H 0.069; H 0.473; N 0.283; P 0.228; H 0.245; H 0.198; C -1.002; C -0.894; H 0.221; C -0.693; H 0.288; H 0.460; H 0.176; H -0.191; N 0.297; H 0.743; C -0.190; H -0.041; H -0.150; H -0.015; H 0.475; H 0.484; H 0.398; N 1.000; H -0.761; C -1.354; C -1.067; H 0.311; H -0.337; H 0.388; O -0.794; H 0.484; H 0.353; H 0.320; C 0.066; H 0.421; C -0.436; C -0.725; H 0.409; H 0.449; C -0.906; H 0.248; H 0.457; N 0.680; N 0.355; C -0.675; H 0.331; H 0.435; H 0.305; C -0.365; N 0.361; S 0.512; H 0.328; N 0.272; H 0.388; H 0.220; C -1.047; C -0.744